Record 1
{
  "formula": "C3H11NO2S2",
  "method": "the ωB97M-V functional and the def2-TZVPD basis",
  "homo_ha": -0.313,
  "multiplicity": 1,
  "de_lowest_kj_mol": 584.88,
  "fmax_ev_per_a": 3.08,
  "orbital_gap_ev": 3.470,
  "lumo_energy_ev": -5.04,
  "elements": ["N", "C", "C", "O", "C", "S", "S", "H", "H", "H", "H", "H", "H", "H", "H", "H", "H", "H", "O"],
  "xyz": [[0.92156, -1.06750, 1.07986], [0.11281, -0.64580, -0.05768], [0.94580, -0.46588, -1.37895], [0.16815, -0.53922, -2.63758], [-0.58678, 0.73263, 0.20976], [-1.86708, 0.95922, -0.96572], [3.20628, 0.84367, 0.60291], [1.74342, -0.47512, 1.10720], [1.32716, -2.10008, 1.01614], [-0.77648, -1.40589, -0.15696], [1.57101, -1.33948, -1.52034], [1.67206, 0.36660, -1.34738], [-0.67752, -0.06413, -2.54167], [-0.98083, 0.63837, 1.19215], [0.18549, 1.53596, 0.18453], [4.25546, 0.67670, 1.31440], [-3.16880, 0.35638, 0.95653], [-4.22016, 1.37879, 1.30596], [-3.83154, 0.61479, 1.63683]],
  "mulliken_charge": [-0.412, -0.074, -0.331, -0.424, -0.560, -0.227, -0.402, 0.121, 0.349, 0.301, 0.301, 0.252, 0.277, 0.403, 0.308, 0.113, 0.303, 0.315, -0.611]
}

Record 2
{
  "formula": "C3H11NO3",
  "method": "the ωB97M-V functional and the def2-TZVPD basis",
  "homo_ha": -0.307,
  "multiplicity": 1,
  "de_lowest_kj_mol": 302.91,
  "fmax_ev_per_a": 3.70,
  "orbital_gap_ev": 9.117,
  "lumo_energy_ev": 0.77,
  "smiles": "C=CN=C.O.O.O",
  "elements": ["C", "C", "N", "C", "H", "H", "H", "H", "H", "O", "H", "H", "O", "H", "H", "O", "H", "H"],
  "xyz": [[-1.59386, 1.57910, -0.02938], [-0.88881, 0.41981, -0.15692], [-1.07253, -0.43091, 0.91231], [-1.83515, -1.41108, 1.09557], [-1.84259, 1.93945, 0.97002], [-1.71685, 2.26137, -0.86570], [-0.59650, 0.10329, -1.15085], [-1.89987, -1.79687, 2.11074], [-2.59605, -1.75739, 0.39344], [0.45690, -2.00232, -2.17253], [0.63178, -2.83888, -1.73869], [1.32640, -1.65647, -2.42013], [1.48454, 0.98084, 1.66023], [0.86212, 1.71842, 1.61117], [2.02017, 0.97376, 2.44715], [2.44514, 0.26451, -1.08632], [1.93044, 0.55100, -0.31063], [2.88472, 1.10236, -1.26949]],
  "mulliken_charge": [-0.724, -0.119, -0.247, -0.334, 0.322, 0.268, 0.312, 0.256, 0.269, -0.624, 0.303, 0.302, -0.631, 0.326, 0.272, -0.599, 0.356, 0.292]
}

Record 3
{
  "formula": "C3H11NO3",
  "method": "the ωB97M-V functional and the def2-TZVPD basis",
  "homo_ha": -0.347,
  "multiplicity": 1,
  "de_lowest_kj_mol": 631.36,
  "fmax_ev_per_a": 0.97,
  "orbital_gap_ev": 10.332,
  "lumo_energy_ev": 0.90,
  "smiles": "COOO.CCN",
  "elements": ["C", "O", "O", "O", "H", "H", "H", "H", "C", "C", "N", "H", "H", "H", "H", "H", "H", "H"],
  "xyz": [[-1.81752, -1.94195, -2.00495], [-0.75178, -1.59344, -1.14441], [-1.01966, -1.93090, 0.18248], [-1.80687, -0.95021, 0.78751], [-1.99348, -3.02006, -1.99869], [-1.48161, -1.61750, -2.98734], [-2.73246, -1.41185, -1.72554], [-1.18029, -0.27713, 1.11681], [2.02126, 2.10366, 0.41768], [0.92872, 1.03732, 0.42575], [0.87442, 0.40116, 1.73396], [2.94759, 1.67081, 0.79155], [2.18346, 2.47656, -0.59348], [1.73774, 2.93921, 1.06896], [-0.02314, 1.49853, 0.12453], [1.17350, 0.27285, -0.31020], [0.61924, -0.57275, 1.70844], [0.32088, 0.91568, 2.40694]],
  "mulliken_charge": [-0.465, -0.160, -0.110, -0.354, 0.239, 0.225, 0.238, 0.306, -1.223, -0.074, -0.674, 0.319, 0.351, 0.300, 0.287, 0.272, 0.298, 0.224]
}

Record 4
{
  "formula": "C3H11NO3",
  "method": "the ωB97M-V functional and the def2-TZVPD basis",
  "homo_ha": -0.329,
  "multiplicity": 1,
  "de_lowest_kj_mol": 837.50,
  "fmax_ev_per_a": 6.81,
  "orbital_gap_ev": 4.257,
  "lumo_energy_ev": -4.71,
  "elements": ["O", "C", "C", "C", "N", "H", "H", "H", "H", "H", "H", "H", "H", "H", "O", "H", "H", "O"],
  "xyz": [[0.76036, -1.98186, -2.01099], [1.27945, -1.56325, -0.86070], [0.97686, 0.00072, -0.46396], [-0.51656, 0.00115, -0.83042], [1.10969, 0.21643, 1.00758], [2.42609, -1.71984, -0.77268], [1.57511, 0.72953, -1.00751], [-0.79497, 1.02118, -1.02492], [-1.07249, -0.13835, 0.06077], [-0.64188, -0.74341, -1.64591], [0.20541, 0.04734, 1.48661], [2.03169, 0.09182, 1.46065], [-1.64164, 1.55929, 1.15996], [-1.34301, 3.11186, 0.88211], [-1.47698, 2.27340, 0.43115], [-2.16488, 0.14394, 2.48799], [0.79371, -2.14591, -0.00103], [-1.48082, 0.44544, 1.92876]],
  "mulliken_charge": [-0.422, -0.199, 0.394, -1.429, -0.291, 0.302, 0.371, 0.398, 0.565, 0.354, 0.250, 0.255, 0.384, 0.252, -0.716, 0.150, 0.264, -0.881]
}

Record 5
{
  "formula": "C3H11NO3",
  "method": "the ωB97M-V functional and the def2-TZVPD basis",
  "homo_ha": -0.370,
  "multiplicity": 1,
  "de_lowest_kj_mol": 103.96,
  "fmax_ev_per_a": 1.80,
  "orbital_gap_ev": 10.770,
  "lumo_energy_ev": 0.69,
  "smiles": "CCNC=O.O.O",
  "elements": ["C", "C", "N", "C", "O", "H", "H", "H", "H", "H", "H", "H", "O", "H", "H", "O", "H", "H"],
  "xyz": [[1.38164, 0.63244, 2.23580], [1.74891, 0.41726, 0.77743], [0.59999, 0.80058, -0.06325], [0.85558, 0.95775, -1.40370], [0.10424, 1.43958, -2.21741], [0.36478, 0.29652, 2.43616], [1.32914, 1.68878, 2.44991], [2.10422, 0.21897, 2.94249], [2.69870, 0.89334, 0.53704], [1.83843, -0.66868, 0.66186], [0.01758, 1.40795, 0.49922], [1.80501, 0.44137, -1.64781], [-1.81603, -1.58459, 1.56404], [-2.57292, -2.14343, 1.34786], [-1.32967, -1.65230, 0.72794], [-2.06815, -1.80219, -1.27380], [-2.96649, -1.45293, -1.23014], [-1.59699, -1.03204, -1.62282]],
  "mulliken_charge": [-1.377, -0.298, -0.094, 0.013, -0.537, 0.318, 0.400, 0.359, 0.356, 0.321, 0.231, 0.323, -0.633, 0.282, 0.365, -0.680, 0.327, 0.324]
}

Record 6
{
  "formula": "C3H11NO3",
  "method": "the ωB97M-V functional and the def2-TZVPD basis",
  "homo_ha": [-0.362, -0.350],
  "multiplicity": 1,
  "de_lowest_kj_mol": 854.67,
  "fmax_ev_per_a": 3.71,
  "orbital_gap_ev": [8.160, 7.781],
  "lumo_energy_ev": [-1.70, -1.74],
  "elements": ["C", "C", "C", "O", "H", "H", "H", "H", "H", "H", "H", "H", "N", "O", "O", "H", "H", "H"],
  "xyz": [[-1.25684, 1.00777, -0.45824], [2.07253, 0.54976, 1.00422], [-1.99532, 0.41927, 0.70966], [1.05251, -0.34263, 0.60717], [-1.90259, 1.43967, -1.21986], [-0.47286, 1.69799, -0.17335], [2.65392, 0.88740, 0.13934], [1.59089, 1.41224, 1.46721], [2.74942, 0.08947, 1.73185], [-2.74827, -0.29482, 0.37825], [-2.48877, 1.21346, 1.27605], [-1.30556, -0.10052, 1.37210], [-0.42146, -1.34802, -1.73592], [0.78599, -1.62510, -2.08612], [1.60364, -2.16354, -1.18466], [1.47322, -1.12143, 0.13094], [-0.60998, -1.69990, -0.78321], [-0.78047, -0.02108, -1.17542]],
  "mulliken_charge": [-0.509, -0.697, -0.888, -0.411, 0.364, 0.219, 0.292, 0.241, 0.290, 0.304, 0.325, 0.240, -0.339, 0.212, -0.485, 0.308, 0.337, 0.195]
}

Record 7
{
  "formula": "C3H11NO4",
  "method": "the ωB97M-V functional and the def2-TZVPD basis",
  "homo_ha": -0.385,
  "multiplicity": 1,
  "de_lowest_kj_mol": 91.47,
  "fmax_ev_per_a": 1.80,
  "orbital_gap_ev": 10.902,
  "lumo_energy_ev": 0.44,
  "smiles": "CCNC(=O)O.O.O",
  "elements": ["C", "C", "N", "C", "O", "O", "H", "H", "H", "H", "H", "H", "H", "O", "H", "H", "O", "H", "H"],
  "xyz": [[-0.91473, 0.68869, 2.47728], [-0.06015, -0.30953, 1.64980], [0.91436, 0.39209, 0.79528], [0.44974, 1.10368, -0.28853], [-0.59274, 0.88326, -0.84408], [1.36834, 2.06170, -0.62476], [-0.46072, 1.66856, 2.31930], [-1.95766, 0.68720, 2.18554], [-0.81509, 0.52427, 3.54860], [0.52298, -0.89389, 2.36012], [-0.55285, -1.01794, 0.99036], [1.67492, 0.76868, 1.33612], [1.13724, 2.31578, -1.52597], [0.95570, -2.00654, -1.83501], [1.75144, -1.78289, -2.36375], [0.93234, -1.29495, -1.19596], [-1.51714, -1.57965, -3.15774], [-1.87873, -0.73041, -3.43270], [-0.95727, -1.47809, -2.39388]],
  "mulliken_charge": [-0.987, -0.407, -0.284, 0.497, -0.536, -0.503, 0.279, 0.273, 0.339, 0.429, 0.286, 0.272, 0.364, -0.672, 0.319, 0.320, -0.648, 0.302, 0.356]
}

Record 8
{
  "formula": "C3H11NOP",
  "method": "the ωB97M-V functional and the def2-TZVPD basis",
  "homo_ha": -0.528,
  "multiplicity": 1,
  "de_lowest_kj_mol": 257.62,
  "fmax_ev_per_a": 4.32,
  "orbital_gap_ev": 11.062,
  "total_charge": 1,
  "lumo_energy_ev": -3.31,
  "smiles": "CC[NH2+][C@H](O)P",
  "elements": ["C", "C", "N", "C", "O", "P", "H", "H", "H", "H", "H", "H", "H", "H", "H", "H", "H"],
  "xyz": [[-0.30143, 2.13448, 0.52366], [-0.15036, 1.22270, -0.67996], [0.74328, 0.06978, -0.35457], [0.08421, -1.12873, 0.34742], [0.83621, -1.46979, 1.42530], [-0.19369, -2.52313, -0.91013], [-0.65224, 1.59629, 1.40076], [0.64279, 2.61980, 0.76274], [-1.02181, 2.91409, 0.29702], [0.28740, 1.77935, -1.51013], [-1.11307, 0.82474, -1.00314], [1.47854, 0.41260, 0.28395], [1.20078, -0.27151, -1.21281], [-1.07227, -0.67474, 0.79082], [1.46375, -2.18094, 1.23662], [-1.38092, -1.99577, -1.41004], [-0.85118, -3.32922, 0.01250]],
  "mulliken_charge": [-1.140, -0.434, -0.136, -0.204, -0.473, -0.064, 0.354, 0.369, 0.363, 0.366, 0.326, 0.337, 0.437, 0.334, 0.366, 0.085, 0.115]
}

Record 9
{
  "formula": "C3H11NOS",
  "method": "the ωB97M-V functional and the def2-TZVPD basis",
  "s_squared": 0.755,
  "homo_ha": [-0.485, -0.481],
  "multiplicity": 2,
  "de_lowest_kj_mol": 7.94,
  "fmax_ev_per_a": 1.10,
  "orbital_gap_ev": [10.145, 5.511],
  "total_charge": 1,
  "lumo_energy_ev": [-3.05, -7.58],
  "elements": ["C", "N", "C", "C", "S", "H", "H", "H", "H", "H", "H", "H", "H", "H", "H", "H", "O"],
  "xyz": [[0.43788, 1.01307, -0.00055], [-0.48226, -0.09230, -0.13181], [-0.21866, -1.38211, 0.38905], [-0.22202, -2.32516, -0.84682], [0.40192, -3.95150, -0.35994], [1.18053, 0.99299, -0.81431], [-0.14072, 1.90860, 0.00091], [0.95197, 0.94693, 0.95434], [-1.37742, 0.10054, -0.57586], [-0.86969, -1.75375, 1.18123], [0.77835, -1.34841, 0.78222], [0.55514, -1.97055, -1.50299], [-1.22558, -2.32479, -1.25252], [0.89232, -4.20329, -1.57979], [0.37042, 4.89346, 1.77187], [-0.77911, 5.08633, 0.76354], [-0.25308, 4.40993, 1.22144]],
  "lowdin_spin": [0.079, 0.641, 0.075, 0.054, 0.048, 0.039, 0.008, 0.013, 0.010, 0.028, 0.000, 0.000, 0.000, 0.004, 0.000, 0.000, 0.001]
}

Record 10
{
  "formula": "C3H11NOS2",
  "method": "the ωB97M-V functional and the def2-TZVPD basis",
  "homo_ha": -0.301,
  "multiplicity": 1,
  "de_lowest_kj_mol": 188.86,
  "fmax_ev_per_a": 4.47,
  "orbital_gap_ev": 8.699,
  "lumo_energy_ev": 0.52,
  "smiles": "NCCCSS.O",
  "elements": ["N", "C", "C", "C", "S", "S", "H", "H", "H", "H", "H", "H", "H", "H", "H", "O", "H", "H"],
  "xyz": [[-1.78299, 3.02718, -1.50094], [-0.82532, 1.77762, -1.67665], [-0.76180, 0.67464, -0.62237], [0.50059, -0.21566, -0.91713], [1.92026, -0.06764, 0.25130], [0.92598, -0.95456, 1.81771], [-1.16560, 3.76594, -1.64233], [-1.91813, 3.00493, -0.46185], [-1.04313, 1.34655, -2.69412], [0.11501, 2.24834, -1.74725], [-0.67952, 1.13107, 0.40925], [-1.65090, 0.00713, -0.42181], [0.04588, -1.21236, -1.13954], [0.73635, 0.00524, -2.06221], [2.10975, -0.73389, 2.67413], [-2.31584, -2.68241, 0.45139], [-2.69036, -3.59225, 0.63302], [-1.87246, -2.76599, -0.45917]],
  "mulliken_charge": [-0.658, -0.671, -0.269, -0.684, -0.094, -0.172, 0.263, 0.257, 0.253, 0.377, 0.325, 0.273, 0.253, 0.387, 0.162, -0.621, 0.296, 0.324]
}

Record 11
{
  "formula": "C3H11NOS2",
  "method": "the ωB97M-V functional and the def2-TZVPD basis",
  "homo_ha": -0.311,
  "multiplicity": 1,
  "de_lowest_kj_mol": 72.41,
  "fmax_ev_per_a": 2.97,
  "orbital_gap_ev": 9.028,
  "lumo_energy_ev": 0.58,
  "smiles": "C[C@H](N)CSS.O",
  "elements": ["C", "C", "N", "C", "S", "S", "H", "H", "H", "H", "H", "H", "H", "H", "H", "O", "H", "H"],
  "xyz": [[0.82901, -1.12115, 0.31564], [0.91494, 0.41146, 0.18172], [2.26943, 0.96281, 0.28469], [-0.20280, 1.11869, 0.92368], [-1.84822, 0.29493, 0.79099], [-2.85624, 1.35280, -0.64206], [0.20140, -1.53390, -0.45417], [0.46450, -1.36439, 1.31161], [1.79627, -1.62829, 0.22031], [0.73045, 0.66914, -0.87560], [2.96611, 0.44675, -0.22833], [2.63762, 0.96394, 1.23619], [-0.45938, 2.08785, 0.50092], [0.03249, 1.08017, 1.99819], [-2.27572, 2.57524, -0.39421], [-1.96542, -1.97580, -2.01236], [-1.90557, -1.64416, -1.12122], [-1.32886, -2.69610, -2.03599]],
  "mulliken_charge": [-1.151, 0.632, -0.684, -0.834, -0.054, -0.142, 0.054, 0.314, 0.438, 0.138, 0.252, 0.223, 0.351, 0.334, 0.146, -0.599, 0.290, 0.293]
}

Record 12
{
  "formula": "C3H11NOSi",
  "method": "the ωB97M-V functional and the def2-TZVPD basis",
  "s_squared": 2.004,
  "homo_ha": [-0.193, -0.337],
  "multiplicity": 3,
  "fmax_ev_per_a": 2.32,
  "orbital_gap_ev": [6.175, 7.281],
  "lumo_energy_ev": [0.93, -1.88],
  "elements": ["C", "C", "C", "N", "O", "Si", "H", "H", "H", "H", "H", "H", "H", "H", "H", "H", "H"],
  "xyz": [[1.13695, 1.82868, -0.59735], [-0.51690, -1.29253, -1.46121], [-1.84972, -0.57303, 1.47603], [-0.11029, 1.37205, -0.00785], [2.83052, -1.28083, 0.68482], [-0.57557, -0.25514, 0.11350], [1.82476, 0.98903, -0.68143], [0.96250, 2.25864, -1.58825], [1.59654, 2.58546, 0.03527], [-1.27403, -0.98293, -2.18183], [0.46076, -1.19595, -1.92675], [-0.66825, -2.34572, -1.24181], [-2.85918, -0.36670, 1.12563], [-1.81911, -1.61042, 1.79526], [-1.66199, 0.04484, 2.35029], [-0.59417, 2.09317, 0.50816], [3.11718, -1.26863, 1.59754]],
  "lowdin_spin": [0.018, 0.116, 0.103, 0.141, 1.015, 0.507, 0.008, 0.001, 0.002, 0.019, 0.006, 0.003, 0.017, 0.008, 0.002, 0.004, 0.030]
}

Record 13
{
  "formula": "C3H11NS",
  "method": "the ωB97M-V functional and the def2-TZVPD basis",
  "homo_ha": -0.314,
  "multiplicity": 1,
  "de_lowest_kj_mol": 62.14,
  "fmax_ev_per_a": 1.28,
  "orbital_gap_ev": 9.483,
  "lumo_energy_ev": 0.93,
  "smiles": "CSC.CN",
  "elements": ["C", "S", "C", "H", "H", "H", "H", "H", "H", "C", "N", "H", "H", "H", "H", "H"],
  "xyz": [[-3.18478, -0.74140, -0.00767], [-2.13248, 0.72829, -0.28249], [-1.61993, 0.34659, -1.96147], [-2.52166, -1.59629, 0.07144], [-3.77536, -0.87711, -0.91179], [-3.84727, -0.52978, 0.82166], [-2.41566, 0.49875, -2.67732], [-0.76422, 0.96476, -2.19264], [-1.31551, -0.69606, -2.04042], [3.10185, 0.06389, 1.85489], [3.07217, 0.83409, 0.62803], [3.13540, 0.68409, 2.74116], [3.98743, -0.56307, 1.87778], [2.28948, -0.67045, 1.91109], [3.81669, 0.64205, -0.01968], [2.17384, 0.91164, 0.18743]],
  "mulliken_charge": [-0.790, -0.072, -0.865, 0.268, 0.257, 0.302, 0.327, 0.299, 0.272, -0.633, -0.470, 0.210, 0.267, 0.226, 0.205, 0.197]
}

Record 14
{
  "formula": "C3H11NS",
  "method": "the ωB97M-V functional and the def2-TZVPD basis",
  "homo_ha": -0.324,
  "multiplicity": 1,
  "de_lowest_kj_mol": 245.28,
  "fmax_ev_per_a": 5.29,
  "orbital_gap_ev": 9.860,
  "lumo_energy_ev": 1.03,
  "smiles": "CNC.CS",
  "elements": ["C", "N", "C", "H", "H", "H", "H", "H", "H", "H", "C", "S", "H", "H", "H", "H"],
  "xyz": [[3.18516, -1.18753, 1.95836], [3.61703, -0.67946, 0.62019], [3.21010, 0.64571, 0.12302], [3.90948, -2.02484, 2.43565], [3.31353, -0.28555, 2.86823], [2.19412, -1.51109, 1.93574], [4.62624, -0.68128, 0.54511], [3.27780, 1.58801, 0.82634], [2.39763, 0.56341, -0.48115], [3.98208, 0.78103, -0.67561], [-5.58558, 0.19834, -2.03788], [-6.13545, 1.72586, -1.31502], [-4.88197, -0.42170, -1.38419], [-6.35756, -0.57552, -2.21903], [-5.14340, 0.13000, -3.12749], [-5.60921, 1.73460, -0.07227]],
  "mulliken_charge": [-0.640, -0.351, -0.849, 0.244, 0.198, 0.258, 0.248, 0.239, 0.344, 0.310, -0.732, -0.195, 0.265, 0.286, 0.260, 0.115]
}